42
Properties=species:S:1:pos:R:3:forces:R:3 method="wB97M-V/def2-TZVPD" de_lowest_kcal_mol=26.4 multiplicity=3 total_charge=+1
Ti 0.2845 0.6192 0.1777 -1.59 0.03 -1.98
C 0.5535 -0.7194 -3.0622 -0.03 -0.08 0.24
C -0.8717 -0.2618 -3.3114 -0.07 0.21 0.20
S -1.4722 0.9553 -2.0831 -0.02 -0.10 -0.21
C -3.1419 0.3233 -1.7742 0.33 0.02 0.14
C -3.1668 -0.9615 -0.9619 0.21 0.15 0.17
S -1.9458 -0.9788 0.4094 -0.07 -0.28 -0.03
C -1.1627 -2.5848 0.0810 -0.06 0.15 0.05
C -0.2932 -2.6637 -1.1681 0.20 0.20 0.15
S 0.9122 -1.2916 -1.3661 -0.06 -0.16 -0.55
H 1.2570 0.0974 -3.2069 0.04 -0.02 -0.03
H 0.8129 -1.5268 -3.7470 0.03 -0.01 0.00
H -1.5699 -1.0973 -3.3089 0.02 -0.01 -0.07
H -0.9162 0.2242 -4.2851 -0.05 -0.10 -0.06
H -3.6524 0.1817 -2.7260 -0.05 0.07 0.00
H -3.6316 1.1375 -1.2406 -0.06 -0.02 -0.02
H -2.9585 -1.8314 -1.5822 -0.01 0.00 -0.01
H -4.1462 -1.0940 -0.5053 -0.02 -0.08 -0.04
H -1.9573 -3.3287 0.0264 0.02 -0.04 0.01
H -0.5742 -2.7789 0.9695 -0.02 -0.12 0.04
H -0.8842 -2.7029 -2.0807 -0.02 -0.01 0.01
H 0.3017 -3.5743 -1.1089 -0.04 -0.04 -0.08
Br -1.7232 2.7659 0.6650 -0.13 0.14 0.25
C -1.0215 4.3797 0.0886 0.04 0.20 -0.17
Br 1.2635 2.2279 -1.3375 0.44 0.33 -0.13
H -0.7332 5.0966 0.8373 -0.04 -0.08 0.07
H -0.9343 4.5365 -0.9719 -0.01 -0.08 -0.01
F 3.8703 -2.6303 2.2889 -0.07 -0.01 0.07
C 3.8862 -1.4379 1.7361 0.04 0.17 0.10
F 4.1352 -1.5346 0.4402 0.08 -0.04 0.05
F 4.7644 -0.6586 2.3259 0.00 0.03 -0.02
S 2.1920 -0.6868 1.8263 0.19 -0.63 0.51
O 2.2188 0.4549 0.9020 0.68 0.18 -0.06
O 1.2558 -1.6799 1.3637 0.12 -0.46 0.00
N 1.9503 -0.2262 3.3038 0.03 -0.18 -0.07
S 0.7165 0.7585 3.3637 0.40 0.77 0.16
O -0.1085 0.5934 2.1350 -0.30 0.20 0.87
O 0.0169 0.7836 4.5853 -0.02 -0.22 0.22
C 1.4893 2.4724 3.1276 -0.08 0.18 -0.15
F 0.9196 3.3260 3.9489 -0.15 -0.04 0.22
F 1.2802 2.8916 1.8760 0.00 -0.10 0.03
F 2.7847 2.4245 3.3498 0.11 -0.13 0.09

44
Properties=species:S:1:pos:R:3:forces:R:3 method="wB97M-V/def2-TZVPD" de_lowest_kcal_mol=2.0 multiplicity=1 total_charge=-1
O -0.6111 -1.5852 -1.0294 0.37 -0.20 -0.45
C 0.2893 -0.8017 -0.6856 -0.69 -0.23 1.66
O 0.1360 0.4560 -0.5736 -0.17 -0.34 -0.15
C 1.5568 -1.4296 -0.0438 0.00 0.81 -1.12
C 1.3007 -1.6639 1.4544 0.34 0.03 -0.04
C 0.9522 -3.1199 1.7972 0.05 0.71 -0.62
N -0.4098 -3.4734 1.4996 -0.90 -1.06 -0.07
N 2.7677 -0.6030 -0.2364 -0.37 -0.66 0.28
H 1.7201 -2.3453 -0.6157 -0.01 -0.32 0.37
H 0.5224 -0.9898 1.8189 -0.10 -0.03 -0.03
H 2.2198 -1.3355 1.9428 0.13 -0.26 0.25
H 1.6261 -3.7266 1.1950 -0.03 -0.37 0.05
H 1.1349 -3.3747 2.8362 0.16 0.23 0.26
H -0.6722 -3.5292 0.5236 0.52 0.29 -0.02
H -1.0979 -2.8868 1.9439 0.15 0.29 0.19
H 2.7572 0.1395 0.4529 0.02 0.32 -0.36
H 2.7272 -0.2172 -1.1735 0.23 0.32 0.26
H 2.6070 2.9658 0.8804 0.00 0.13 -0.02
H 3.2953 2.9777 -0.4202 -0.12 0.19 -0.05
O 3.4402 3.2581 0.4915 0.19 -0.21 0.21
H -1.0613 2.1728 -0.2303 -0.05 -0.07 0.01
H -2.0892 3.2851 -0.0940 0.02 -0.18 0.05
O -1.1400 3.1227 -0.0685 -0.19 0.41 -0.14
H 0.4673 3.1317 -1.2723 0.53 0.62 0.06
H 0.8088 1.7644 -0.8999 1.40 0.38 0.00
O 1.2883 2.6414 -1.1053 -1.09 -0.73 -0.44
H -2.7273 -3.0966 -1.2874 -0.22 0.04 -0.12
H -1.4739 -3.0296 -2.0562 -0.03 0.16 -0.14
O -2.4139 -3.2375 -2.1891 0.16 -0.12 0.22
H -1.4013 0.2088 -2.8110 -0.26 0.10 0.21
H -2.2321 -0.9921 -2.5486 -0.22 0.00 0.09
O -2.3366 -0.0381 -2.6961 0.28 -0.18 -0.52
H 0.0204 3.6451 1.6888 -0.33 -0.23 -0.14
H 0.5295 3.7244 3.1292 -0.29 -0.20 -0.14
O -0.1812 3.3492 2.5873 0.56 0.34 0.31
H -3.0152 0.3950 -0.9875 0.79 0.08 0.16
H -1.9289 0.5898 0.1261 0.08 -0.57 -0.61
O -2.8585 0.7303 -0.0845 -0.79 0.34 0.58
H -2.9285 -0.3783 3.2901 -0.05 0.43 -0.81
H -2.0178 0.6929 2.4671 -0.73 -0.28 -0.10
O -2.1250 0.1450 3.2508 0.79 -0.14 0.92
H 0.4432 1.3969 -3.7598 0.12 0.03 0.08
H 1.3637 0.5679 -2.8844 -0.21 0.17 0.06
O 0.7474 0.4933 -3.6227 -0.02 -0.04 -0.20

14
Properties=species:S:1:pos:R:3:forces:R:3 method="wB97M-V/def2-TZVPD" de_lowest_kcal_mol=75.9 multiplicity=1 smiles="C=C=[N+](C)C#[N+]N" total_charge=+2
C 0.1046 -0.7781 -0.7518 0.35 -0.13 -0.14
C -0.0246 0.7460 0.7802 1.27 -3.97 -0.20
C -0.4634 1.8501 1.0769 -0.75 3.07 0.64
C 0.8147 -1.2782 1.6948 -0.08 -2.47 1.36
N -0.2493 -0.3290 -1.7615 -0.42 -0.59 -2.41
N -0.6197 0.0255 -2.9459 0.12 -0.21 -1.72
N 0.3639 -0.4748 0.5532 -1.00 2.09 -0.33
H 0.1642 2.7212 1.0592 0.50 0.60 -0.02
H -1.4848 2.0269 1.3459 -0.82 -0.03 0.24
H -1.5174 -0.2759 -3.3930 0.31 0.05 1.62
H 1.7054 -0.8792 2.0880 1.36 0.81 0.00
H 1.0581 -2.3611 1.4873 -0.80 1.24 -0.28
H 0.1034 -1.1566 2.5334 -0.09 -0.39 -0.79
H 0.0450 0.1633 -3.7669 0.04 -0.08 2.05